{"formula": "C4H5CuO4", "method": "wB97M-V/def2-TZVPD", "homo_energy_ev": [-6.934, -9.720], "e_lumo_ev": [0.57, -2.50], "energy_ev": -57054.3442, "multiplicity": 3, "fmax_ev_per_a": 1.82, "orbital_gap_ha": [0.2756, 0.2654], "total_charge": 0, "elements": ["O", "C", "O", "O", "C", "C", "O", "C", "Cu", "H", "H", "H", "H", "H"], "xyz": [[2.81755, 1.08401, 1.45021], [2.21166, 1.20015, 0.41702], [2.47791, 1.00343, -0.78752], [0.73933, 1.56972, 0.47853], [-0.07844, 0.84220, 1.31263], [-0.80934, -0.11661, 0.74491], [-0.68035, -0.30347, -0.60484], [-1.30426, -1.46017, -1.16448], [0.51625, 1.14495, -1.57107], [-0.06648, 1.05577, 2.37957], [-1.45762, -0.80291, 1.28813], [-1.31182, -1.31136, -2.24867], [-0.72606, -2.35868, -0.91468], [-2.32833, -1.54702, -0.77974]], "atomic_forces_ev_per_a": [[-0.84, 0.43, -0.82], [0.75, -0.90, 1.40], [-0.89, 0.32, -0.83], [-0.12, 0.48, -0.41], [-0.11, -0.69, 0.10], [0.24, 0.04, 0.79], [-0.39, -0.41, 0.05], [-0.13, -0.24, -0.08], [1.36, 0.53, 0.24], [0.04, -0.01, -0.36], [0.05, 0.32, -0.17], [-0.05, -0.06, 0.29], [-0.14, 0.20, -0.03], [0.21, 0.00, -0.17]]}

---

{"formula": "C4H6ClOP", "method": "wB97M-V/def2-TZVPD", "homo_energy_ev": -9.231, "de_lowest_ev": 1.780, "e_lumo_ev": -1.75, "energy_ev": -28102.7557, "fmax_ev_per_a": 2.15, "orbital_gap_ha": 0.2750, "total_charge": 0, "elements": ["C", "C", "C", "C", "O", "P", "Cl", "H", "H", "H", "H", "H", "H"], "xyz": [[0.43488, 0.10810, -1.17422], [-0.50620, 0.95538, -1.53916], [0.39802, -0.49183, 0.24655], [-0.57995, 0.35922, 1.16138], [-2.43053, 2.26776, 0.25139], [-1.56150, 1.16688, -0.13951], [-2.87584, -1.58539, 0.15132], [1.13681, -0.17814, -1.95890], [-0.49789, 1.38595, -2.55727], [0.07046, -1.53146, 0.20509], [1.38114, -0.36478, 0.72946], [-1.44513, -0.15713, 1.65063], [-0.13072, 1.09309, 1.83121]], "atomic_forces_ev_per_a": [[0.27, -1.09, 0.85], [-0.83, 0.99, -1.05], [0.16, 1.15, 0.83], [-1.24, -0.62, -1.64], [-0.30, -0.03, -0.85], [0.15, -0.83, 1.57], [0.65, 1.55, -0.48], [0.29, -0.20, 0.65], [-0.60, -0.18, 0.90], [0.14, 0.03, 0.03], [-0.15, -0.57, -0.49], [1.30, -0.21, -0.05], [0.17, 0.00, -0.27]]}

---

{"formula": "C4H10NO3", "method": "wB97M-V/def2-TZVPD", "homo_energy_ev": -2.970, "de_lowest_ev": 2.747, "e_lumo_ev": 3.46, "energy_ev": -11942.6495, "fmax_ev_per_a": 3.20, "orbital_gap_ha": 0.2362, "total_charge": -1, "elements": ["C", "N", "C", "C", "C", "O", "O", "H", "H", "H", "H", "H", "H", "H", "H", "H", "H", "O"], "xyz": [[-0.66968, 0.80478, -0.00437], [0.57168, 0.34134, 0.04142], [1.52882, 0.42379, -1.08080], [1.11071, -0.37396, 1.21363], [1.25368, -1.89014, 1.23331], [1.75731, -2.34808, 2.35746], [-1.20986, 1.31928, -0.98864], [-1.24036, 0.55416, 0.91938], [2.45765, 0.74863, -0.60064], [1.20219, 1.21831, -1.75358], [1.64380, -0.56330, -1.56825], [0.56016, -0.10546, 2.13843], [2.00931, 0.16271, 1.59296], [0.20328, -2.23639, 0.95986], [1.91874, -2.07267, 0.31498], [-4.25681, 1.31071, -1.46169], [-2.76644, 1.41658, -1.76972], [-3.65526, 1.43457, -2.22255]], "atomic_forces_ev_per_a": [[-0.49, -0.95, -0.27], [1.00, -0.71, 0.18], [-0.60, 0.34, 0.71], [-0.16, 2.15, 2.36], [0.35, -0.03, -1.37], [0.01, -0.08, 0.53], [0.26, 0.31, 0.19], [0.29, 0.39, -0.24], [0.12, -0.30, -0.39], [-0.06, -0.34, -0.19], [-0.03, 0.67, 0.17], [-0.90, -0.27, -0.61], [0.42, -0.60, -1.06], [0.35, -0.17, -0.10], [-0.47, -0.42, 0.12], [0.37, 0.10, -0.71], [-0.59, 0.01, -0.47], [0.12, -0.10, 1.16]]}

---

{"formula": "C5H13N2O", "method": "wB97M-V/def2-TZVPD", "homo_energy_ev": [-19.970, -19.914], "de_lowest_ev": 8.736, "e_lumo_ev": [-13.16, -13.89], "energy_ev": -10396.6358, "multiplicity": 2, "fmax_ev_per_a": 5.63, "orbital_gap_ha": [0.2501, 0.2216], "total_charge": 2, "elements": ["C", "O", "C", "C", "C", "N", "C", "N", "H", "H", "H", "H", "H", "H", "H", "H", "H", "H", "H", "H", "H"], "xyz": [[0.96887, 1.67730, 0.28341], [1.03430, 0.43046, -1.97363], [-0.20687, 1.16025, 1.08790], [-1.33194, 0.74605, 0.12868], [-1.14680, -0.53053, -0.54926], [1.29812, -1.52456, 0.23641], [0.23497, -2.15441, 0.59124], [-1.06037, -1.70409, 0.27658], [0.96538, 2.75684, 0.13339], [1.93880, 1.52009, 0.80113], [1.17573, 1.09597, -0.79512], [-0.56742, 1.90976, 1.82368], [0.05880, 0.26091, 1.55947], [-2.28736, 0.76347, 0.72237], [-1.36590, 1.54779, -0.61085], [-0.09118, -0.45557, -1.12969], [-1.99404, -0.77737, -1.29229], [2.19936, -1.86069, 0.60979], [1.55811, 0.73979, -2.73706], [0.26568, -3.19034, 0.95442], [-1.64624, -2.41112, -0.12060]], "atomic_forces_ev_per_a": [[-0.35, 2.28, 5.13], [0.05, 1.16, 2.32], [1.02, -0.24, -2.17], [-2.28, 2.76, 1.35], [0.24, -1.54, -2.46], [-0.34, 0.77, 0.34], [-1.11, -1.41, 0.07], [3.58, 0.16, -1.70], [-0.54, 0.00, -1.27], [0.22, -0.99, -1.06], [0.52, -1.81, -3.47], [0.17, 0.18, -0.62], [0.73, -0.90, 1.18], [0.69, -0.05, -0.78], [-0.57, -0.17, -0.15], [-2.24, -0.69, 1.15], [1.19, 0.90, 1.09], [-0.52, -0.24, -0.08], [0.48, 0.67, -0.13], [-0.05, 0.33, 0.37], [-0.89, -1.15, 0.88]]}

---

{"formula": "C23H25IN4OPReS2", "method": "wB97M-V/def2-TZVPD", "homo_energy_ev": [-17.195, -17.185], "e_lumo_ev": [-11.16, -11.13], "energy_ev": -73429.5801, "multiplicity": 2, "fmax_ev_per_a": 0.57, "orbital_gap_ha": [0.2218, 0.2226], "total_charge": 3, "elements": ["Re", "C", "S", "C", "S", "N", "N", "C", "C", "C", "C", "C", "C", "N", "H", "H", "H", "H", "H", "H", "H", "H", "N", "C", "O", "C", "I", "H", "H", "H", "H", "C", "P", "C", "C", "C", "C", "C", "C", "C", "C", "C", "C", "C", "C", "H", "H", "H", "H", "H", "H", "H", "H", "H", "H", "H", "H", "H"], "xyz": [[-0.60195, 0.44596, -0.70102], [2.75524, -3.98621, -2.07036], [1.70599, -2.90201, -3.05958], [0.96508, -1.96304, -1.85781], [-0.27586, -0.80236, -2.47183], [1.13905, -2.05302, -0.58431], [0.39172, -1.15060, 0.13195], [0.28030, -1.37194, 1.39998], [-0.56766, -0.45759, 2.12009], [-0.81983, -0.53519, 3.47687], [-1.68384, 0.38368, 4.05128], [-2.27900, 1.34870, 3.24515], [-2.00325, 1.36775, 1.89259], [-1.15142, 0.48908, 1.32855], [3.28424, -4.60486, -2.79309], [2.13920, -4.60907, -1.42720], [3.46532, -3.39979, -1.49358], [0.76750, -2.22682, 1.85334], [-0.34697, -1.31183, 4.06451], [-1.90074, 0.34543, 5.11102], [-2.96475, 2.07701, 3.65698], [-2.46194, 2.09422, 1.23502], [-3.78533, 1.90767, -2.76130], [-2.82999, 2.43484, -2.04863], [-2.01623, 1.67604, -1.40697], [-2.69147, 3.91062, -1.97350], [-1.33004, 4.52059, -3.50513], [-3.88625, 0.90482, -2.84978], [-4.44125, 2.48949, -3.26629], [-2.27633, 4.20822, -1.01670], [-3.63482, 4.41848, -2.14921], [0.75526, 3.28778, -0.01596], [1.44732, 1.62358, -0.25001], [2.34260, 1.18553, 1.24036], [2.39820, 2.08640, 2.30710], [3.12569, 1.76972, 3.44591], [3.80227, 0.56131, 3.52703], [3.75991, -0.33551, 2.46359], [3.03573, -0.02885, 1.32423], [2.54686, 1.67663, -1.65642], [3.91629, 1.45624, -1.49867], [4.75503, 1.57278, -2.59843], [4.23464, 1.90603, -3.83965], [2.86866, 2.13120, -3.99497], [2.02380, 2.01474, -2.90825], [1.58716, 3.98102, 0.12845], [0.09373, 3.33759, 0.85004], [0.23177, 3.58773, -0.92582], [1.89521, 3.04317, 2.26338], [3.17597, 2.47790, 4.26254], [4.37869, 0.32322, 4.41123], [4.30941, -1.26687, 2.51739], [3.04725, -0.72054, 0.49005], [4.33461, 1.21774, -0.53037], [5.81806, 1.41037, -2.48009], [4.89420, 1.99867, -4.69287], [2.47149, 2.40073, -4.96516], [0.96152, 2.19895, -3.03489]], "atomic_forces_ev_per_a": [[0.04, 0.55, -0.12], [0.01, -0.01, -0.01], [0.04, -0.01, -0.01], [-0.09, 0.11, 0.04], [-0.08, -0.38, -0.06], [0.18, -0.10, -0.10], [0.08, -0.05, 0.01], [-0.06, 0.01, 0.07], [0.04, 0.09, -0.08], [0.04, -0.04, 0.08], [-0.05, 0.06, -0.01], [0.02, -0.03, 0.06], [0.05, -0.07, -0.05], [-0.22, -0.18, 0.00], [-0.01, 0.01, 0.00], [0.01, 0.01, 0.00], [0.00, 0.00, 0.00], [-0.02, 0.00, -0.01], [-0.02, 0.02, 0.00], [0.01, 0.00, -0.01], [0.02, -0.02, -0.01], [0.00, -0.02, -0.01], [-0.08, -0.12, -0.01], [0.12, -0.02, 0.05], [-0.08, 0.17, 0.13], [0.03, -0.01, 0.00], [0.02, -0.01, 0.01], [0.00, 0.01, -0.01], [-0.01, 0.01, 0.01], [0.01, 0.01, 0.02], [-0.01, 0.01, -0.02], [0.07, 0.04, -0.05], [0.06, 0.08, 0.10], [-0.03, 0.03, -0.02], [-0.09, -0.03, 0.05], [0.00, 0.01, 0.01], [-0.01, 0.01, -0.02], [0.01, -0.02, 0.00], [0.07, 0.00, -0.01], [0.03, -0.11, 0.01], [-0.01, 0.04, 0.00], [0.01, 0.00, 0.00], [0.00, 0.00, -0.01], [0.00, 0.01, -0.03], [0.00, -0.02, -0.02], [0.01, -0.01, 0.03], [-0.03, 0.00, -0.04], [0.01, -0.02, 0.02], [0.01, -0.01, 0.00], [0.00, -0.01, -0.01], [0.00, 0.00, 0.00], [-0.01, 0.02, 0.00], [-0.03, -0.01, 0.00], [0.00, 0.01, -0.02], [-0.02, 0.00, 0.00], [-0.01, 0.00, 0.02], [0.01, -0.01, 0.02], [0.01, 0.00, -0.01]]}

---

{"formula": "C8H6F3O3P", "method": "wB97M-V/def2-TZVPD", "homo_energy_ev": [-0.523, -0.523], "de_lowest_ev": 3.149, "e_lumo_ev": [5.55, 5.55], "energy_ev": -31975.1966, "fmax_ev_per_a": 4.72, "orbital_gap_ha": [0.2232, 0.2232], "total_charge": -2, "elements": ["C", "C", "C", "C", "C", "C", "C", "C", "O", "O", "O", "F", "F", "F", "P", "H", "H", "H", "H", "H", "H"], "xyz": [[-0.44995, -3.29510, 0.45973], [-1.55593, -2.49720, 0.51470], [0.80370, -2.81110, -0.12220], [-1.48335, -1.18080, 0.02368], [0.83998, -1.45349, -0.49238], [-0.28426, -0.65206, -0.38365], [0.47740, 1.75338, -0.53654], [0.98705, 1.75452, 0.84622], [-1.85751, 3.51289, -0.18247], [0.65069, 4.04291, -0.76724], [-0.98983, 3.06494, -2.57281], [1.93301, 2.66799, 1.14563], [1.64237, 0.55990, 1.16994], [0.03095, 1.88269, 1.76113], [-0.67854, 3.23778, -1.06913], [-0.19686, -4.29456, 0.89810], [-2.34589, -2.86302, 1.08011], [1.74711, -3.24473, 0.03901], [-2.37798, -0.67337, 0.17579], [1.80838, -1.07099, -0.65523], [1.29945, 1.55941, -1.33239]], "atomic_forces_ev_per_a": [[4.47, -1.25, -0.86], [1.74, 0.12, -0.68], [-3.30, 2.25, 0.80], [0.82, -1.52, 0.58], [-0.85, -2.04, 0.73], [0.71, 2.78, -0.77], [-0.46, -0.77, -2.31], [0.93, -0.93, 0.88], [0.32, -0.42, 0.28], [-1.55, -0.98, -0.25], [0.49, -0.11, 1.80], [0.00, 0.24, -0.15], [-0.09, 0.31, 0.05], [-0.33, 0.06, 0.32], [1.49, 0.69, -1.92], [-1.51, 0.69, -0.03], [-1.88, -0.39, 0.66], [0.89, -1.31, -0.06], [-1.22, 1.63, -0.09], [0.90, 0.78, -0.54], [-1.58, 0.18, 1.56]]}

---

Which formula does entry 6 have?
C8H6F3O3P